The following is a quantum chemistry calculation of C25H52N2O2P2PbSe as an isolated structure in a non-equilibrium geometry, from OMol25.

Charge: +4
Orbital gap (spin up / spin down) in eV: 6.18 / 4.72

Structure (XYZ):
```
85
Properties=species:S:1:pos:R:3:forces:R:3
Pb 0.866185 -0.207799 -0.195991 0.2482 0.0290 0.6430
C 0.315995 1.336131 -2.186625 -2.5361 2.5668 -3.8719
O -0.239891 1.930107 -3.003002 2.2512 -2.2345 3.1483
C 0.906895 -1.631039 2.209711 -0.9197 -1.9428 2.4467
O 0.592468 -2.273931 3.096542 0.8592 1.6110 -2.1793
P 0.652178 -2.614619 -1.841813 0.2666 -2.8514 -1.6770
C 2.410185 -2.947771 -2.332603 0.0110 0.7650 0.4363
H 2.392776 -3.955936 -2.805914 -0.1322 0.6825 0.2897
C 0.144514 -4.129131 -0.883487 -0.2335 0.7657 1.1191
H 0.656734 -3.965650 0.088693 -0.1471 -0.1850 -0.2984
C -0.247096 -2.581062 -3.466656 -0.3499 1.4130 0.0061
H 0.214184 -1.708688 -3.971733 -0.1299 -0.3270 0.1406
C -0.055817 3.854084 0.334865 -0.3481 -0.6269 -0.5581
P 0.952815 2.404751 0.961779 0.9402 2.2162 0.9543
H 2.828081 3.790103 1.435892 0.0497 -0.3104 -0.2459
H 0.274915 3.964255 -0.719491 -0.1208 0.0268 0.5504
C 0.863763 2.493453 2.810233 -0.4174 -0.5501 0.2311
H 1.177991 3.534446 3.020694 -0.1540 -0.4373 -0.1049
C -1.365542 -4.158991 -0.608028 -0.1284 -0.2812 0.1161
H -1.568935 -4.924835 0.153628 0.0520 0.1982 -0.2004
H -1.935894 -4.440743 -1.503493 0.2063 0.0680 0.3629
H -1.747525 -3.202255 -0.224209 0.0143 -0.1194 -0.1097
C 0.637350 -5.458732 -1.462025 0.2053 -0.1664 -0.2903
H 0.093096 -5.731430 -2.375621 0.2434 0.0770 0.3164
H 0.436989 -6.238930 -0.713131 0.0526 0.2385 -0.1675
H 1.715950 -5.459091 -1.662419 -0.3429 -0.1638 0.0770
C -0.009643 -3.810156 -4.347263 0.1829 -0.4155 -0.0692
H 1.050127 -4.083936 -4.423537 -0.3437 -0.0435 -0.0221
H -0.349190 -3.560130 -5.363409 0.0540 0.0172 0.2905
H -0.595374 -4.677807 -4.016029 0.2092 0.2858 -0.0822
C -1.739641 -2.263459 -3.309646 -0.1638 -0.1216 -0.1378
H -2.179481 -2.146398 -4.308206 0.0813 0.0196 0.2339
H -1.906689 -1.325899 -2.763895 -0.0235 -0.0648 -0.0334
H -2.284592 -3.068585 -2.805706 0.1164 0.3097 -0.2190
C 2.819619 -1.894616 -3.385138 0.1520 -0.1342 -0.4418
H 2.427274 -2.168286 -4.382442 0.3611 0.1521 0.4703
H 3.914672 -1.832993 -3.436222 -0.2522 -0.0801 -0.1455
H 2.462481 -0.871549 -3.173594 -0.0071 -0.4630 -0.1147
C 3.310438 -3.030006 -1.081306 0.0537 -0.3166 -0.0374
H 3.311317 -2.133392 -0.447718 0.0160 -0.0843 -0.1886
H 4.350196 -3.205796 -1.390130 -0.2586 0.0280 0.1531
H 3.003960 -3.848492 -0.418835 0.1550 0.0059 -0.2360
C 0.252406 5.133424 1.122704 0.1701 0.0730 0.1288
H 1.327994 5.362360 1.158127 -0.4279 0.0435 0.0155
H -0.144927 5.078769 2.148995 0.1596 0.0606 -0.3728
H -0.259778 5.962794 0.612688 0.1964 -0.1829 0.1480
C -1.554996 3.556637 0.326900 -0.2876 0.1350 -0.1235
H -1.972172 3.522970 1.342719 0.1022 0.0659 -0.3551
C 3.693422 1.867411 0.870676 0.4698 -0.1073 0.3047
H -1.772727 2.597548 -0.163603 -0.0163 0.2756 -0.0206
H -2.079150 4.347952 -0.229198 0.1328 -0.2176 0.1618
C 2.831650 3.594096 -0.734543 0.2160 0.1373 -0.1933
H 3.448754 0.983814 0.258061 0.0959 0.4060 0.2551
H 4.681810 2.201124 0.529434 -0.1559 -0.1327 0.1450
H 3.795383 1.538530 1.916200 0.0699 0.1471 -0.7205
C 2.692630 3.010613 0.665168 -0.2475 -0.8199 -0.0839
H 3.895677 3.604870 -0.987616 -0.1794 0.1045 -0.1323
H 2.464898 4.618564 -0.807808 -0.0125 -0.0952 -0.0439
H 2.310883 2.989004 -1.492909 0.2042 0.0980 0.0680
C 1.826859 1.525441 3.509183 0.1879 0.3510 0.1703
H 1.657795 0.481399 3.206243 0.1233 0.2891 0.1297
H 1.676260 1.601489 4.593305 -0.0519 -0.1131 -0.2287
H 2.866760 1.805239 3.332759 -0.3007 -0.2125 0.2081
C -0.562495 2.252061 3.318743 -0.1419 0.2036 0.2602
H -0.971240 1.319220 2.907452 0.0563 0.0682 0.0431
H -1.247367 3.074657 3.079005 0.2064 -0.2504 0.1211
H -0.538118 2.147145 4.412472 -0.0413 0.0762 -0.2731
H 3.284027 0.038661 -1.666560 -0.3406 -0.7395 1.3029
H 3.121830 -0.414647 -1.027542 0.6190 1.0265 -1.4622
C -2.810523 -0.988808 3.380479 0.7235 -0.8214 0.6283
N -3.465661 0.158853 2.797811 -0.7621 1.2008 0.7191
C -4.384595 0.941119 3.484706 1.6186 -1.6597 -0.4862
C -4.925549 1.798677 2.591112 0.2346 0.2659 -2.1686
N -4.348963 1.532223 1.363335 -0.1679 0.2909 1.2173
C -4.802689 2.109034 0.122325 -0.4359 0.8615 -1.1430
C -3.358870 0.596338 1.502074 -0.8176 -0.3619 0.8108
Se -2.200160 0.008089 0.206851 -0.8077 -0.0101 0.0409
H -2.284587 -1.535227 2.585940 -0.2313 0.1442 0.3493
H -3.551331 -1.657369 3.856978 0.2730 0.3760 -0.3669
H -2.093632 -0.672481 4.156180 -0.2499 -0.0774 -0.3242
H -4.581618 0.811233 4.528126 -0.1064 -0.1497 0.3390
H -5.678038 2.557846 2.716043 -0.1555 0.0399 -0.0330
H -5.905523 2.089103 0.081407 0.5026 -0.1670 0.0701
H -4.497492 3.165194 0.039403 0.0116 -0.4436 0.0516
H -4.394672 1.529834 -0.716550 -0.2093 0.2661 0.2886
```
Forces are in eV/Å.

Mulliken atomic charge list, values in e, 8 entries: atom 1 (Pb): 1.507, atom 2 (C): 0.223, atom 3 (O): -0.110, atom 4 (C): 0.056, atom 5 (O): -0.097, atom 6 (P): 0.744, atom 7 (C): 0.316, atom 8 (H): 0.706



The following is a quantum chemistry calculation of an isolated ion of composition C2H7N2O2 and charge +1 in a non-equilibrium geometry, from OMol25.

Charge: +1
Orbital gap in eV: 10.90
Structure (SMILES): N[C@@H](O)C(=[NH2+])O
Energy relative to the best compared isomer or geometry (same formula, charge and spin) in kJ/mol: 119.7

Structure (XYZ):
```
13
Properties=species:S:1:pos:R:3:forces:R:3
C 0.875917 0.088939 0.069000 0.0099 3.2076 -0.1981
C -0.583349 -0.169292 0.500734 -0.0436 1.9718 -2.7134
N 1.709133 -0.870027 0.033158 2.7122 -3.0297 0.5344
N -1.354004 0.991127 0.102527 0.3549 0.4681 0.3190
O 1.225666 1.316730 -0.291090 -0.2065 -1.6519 -0.0804
O -0.947944 -1.310991 -0.147041 -1.2157 -1.5544 -2.8277
H -0.625080 -0.267918 1.555503 -0.1586 -0.4019 1.0681
H 1.371984 -1.776902 0.417310 0.0434 0.8896 -0.5750
H 2.762765 -0.959908 -0.215201 -2.4855 1.2204 0.3220
H -2.312205 0.960112 0.421036 0.0457 0.0514 0.2068
H 0.408151 1.851323 -0.413554 0.3188 -0.0155 0.6682
H -1.351767 1.267920 -0.881350 -0.0496 -0.6468 0.1880
H -1.179265 -1.121118 -1.151031 0.6746 -0.5088 3.0882
```
Forces are in eV/Å.

Mulliken atomic charge list, values in e, 8 entries: atom 1 (C): 0.411, atom 2 (C): 0.268, atom 3 (N): -0.280, atom 4 (N): -0.778, atom 5 (O): -0.436, atom 6 (O): -0.538, atom 7 (H): 0.426, atom 8 (H): 0.282



The following is a quantum chemistry calculation of one molecule with the formula C2H2O2S in a non-equilibrium geometry, from OMol25.

Charge: 0
Orbital gap in eV: 7.95
Structure (SMILES): O=C(O)C=S
Energy relative to the best compared isomer or geometry (same formula, charge and spin) in kJ/mol: 21.3

Structure (XYZ):
```
7
Properties=species:S:1:pos:R:3:forces:R:3
C 0.291588 0.339498 0.016971 1.9012 1.7080 -0.6405
C -0.942075 -0.418727 0.198396 -2.4318 0.7624 -0.6449
H 2.151131 0.120967 -0.298206 -0.1119 0.1967 -0.0980
H -0.890664 -1.448493 0.496594 0.1372 -0.3610 0.1742
O 1.364418 -0.439601 -0.260453 -0.4452 -0.5981 0.3990
O 0.391848 1.545883 0.026539 -0.3206 -0.8036 0.3075
S -2.366243 0.300474 -0.179844 1.2711 -0.9044 0.5027
```
Forces are in eV/Å.

Just the Mulliken charges please, in e? Sure, here they are: atom 1 (C): 0.728, atom 2 (C): -0.335, atom 3 (H): 0.343, atom 4 (H): 0.317, atom 5 (O): -0.454, atom 6 (O): -0.502, atom 7 (S): -0.097



The following is a quantum chemistry calculation of one molecule with the formula C23H25NO6, from OMol25.

Charge: 0
Orbital gap in eV: 8.17
Structure (SMILES): COc1ccc(CCN2C(=O)C(O)=C(C(C)=O)[C@H]2c2ccccc2OC)cc1OC
Energy relative to the best compared isomer or geometry (same formula, charge and spin) in kJ/mol: 266.3

Structure (XYZ):
```
55
Properties=species:S:1:pos:R:3:forces:R:3
C -3.374927 6.056746 0.499511 -0.1031 0.1195 0.1451
H -3.477336 6.986743 -0.057567 -0.0184 -0.0414 0.0804
O -2.691170 5.176638 -0.355749 0.1766 -0.3320 -0.1541
C -2.430882 3.915380 0.090769 0.0379 0.0448 -0.1173
C -2.775208 3.419090 1.335346 -0.0195 0.3061 -0.1505
C -2.462802 2.112732 1.687952 0.1076 -0.2035 -0.1100
C -1.804537 1.283029 0.802498 -0.1916 -0.0173 0.1927
C -1.449433 1.777391 -0.451668 0.0025 0.1731 -0.1556
C -1.755253 3.073793 -0.821276 -0.0130 0.2055 -0.0591
O -1.456347 3.635931 -2.027486 -0.2211 0.1202 0.3969
C -0.804293 2.843823 -2.985275 0.1041 -0.1290 -0.1424
H -1.394404 1.961227 -3.254391 0.0321 0.0106 0.0284
H 0.182057 2.520177 -2.635527 -0.0371 -0.0213 0.0012
H -0.684748 3.479711 -3.861225 0.0147 -0.0768 0.0281
H -0.936569 1.118796 -1.136119 0.0804 -0.0677 -0.1563
C -1.422605 -0.119136 1.175247 0.1715 0.1181 0.0698
H -2.158297 -0.556009 1.851267 -0.0083 -0.0613 -0.0329
H -1.368087 -0.735385 0.276070 -0.0337 -0.0003 0.0605
C -0.045809 -0.132794 1.865434 -0.3771 0.0633 0.0234
N 0.530420 -1.452962 1.884549 0.0943 -0.1737 0.1233
C 0.126889 -2.461342 2.674006 0.0097 0.0965 0.0855
O -0.705848 -2.464345 3.564979 -0.1275 -0.0519 0.1145
C 0.925561 -3.655253 2.276051 0.3636 0.0697 -0.4300
C 1.751783 -3.327300 1.259489 -0.4126 0.2046 0.4066
C 2.716324 -4.141533 0.520969 0.0818 -0.3998 0.1086
O 3.393228 -3.675456 -0.372035 -0.0440 0.0860 0.0733
C 2.799313 -5.581525 0.951606 0.2413 -0.0310 -0.2550
H 1.826717 -6.054791 0.838681 -0.1018 -0.0737 0.0399
H 3.538683 -6.105638 0.352613 0.0233 0.0097 -0.0284
H 3.067207 -5.634498 2.004317 -0.0134 -0.0432 0.1120
C 1.539824 -1.870493 0.928278 0.3843 -0.0888 -0.1383
C 1.098650 -1.636422 -0.498184 0.1334 0.1781 -0.0386
C 0.155713 -2.458585 -1.090714 0.1489 0.1879 -0.0750
C -0.264036 -2.238185 -2.391358 -0.1159 -0.0727 -0.0470
C 0.275967 -1.187987 -3.109158 -0.0480 -0.0484 0.0131
C 1.219242 -0.353678 -2.533746 0.2053 0.2379 0.0294
C 1.631421 -0.560116 -1.221792 -0.1984 -0.2168 0.0395
O 2.520213 0.234956 -0.562243 -0.1905 -0.3083 0.0908
C 3.187372 1.246029 -1.278463 0.1193 0.2259 -0.1115
H 2.495534 2.026651 -1.612875 0.0219 -0.0522 -0.0037
H 3.899728 1.679404 -0.578174 -0.0358 0.0071 -0.0896
H 3.727034 0.839471 -2.138377 -0.0302 0.0028 0.0199
H 1.629193 0.454573 -3.118730 0.0611 0.0897 -0.0169
H -0.034145 -1.009477 -4.128002 -0.0191 0.0109 -0.0908
H -1.000814 -2.885690 -2.840505 -0.0671 -0.0623 -0.0514
H -0.251725 -3.282038 -0.522278 -0.0418 -0.0998 0.0762
H 2.463056 -1.300157 1.090644 -0.1346 -0.1531 0.0612
O 0.727939 -4.799004 2.930263 -0.0493 0.1042 0.0280
H 0.046635 -4.616830 3.606027 0.0590 0.0696 -0.0994
H -0.151792 0.217347 2.895778 0.0708 0.0639 -0.0869
H 0.645436 0.524248 1.334756 -0.0029 -0.0157 0.0628
H -2.745517 1.745697 2.662760 -0.0498 -0.0630 0.1267
H -3.293509 4.041358 2.047055 -0.0541 0.1133 0.0267
H -4.370126 5.678590 0.756938 0.0444 0.0068 0.0040
H -2.810921 6.247098 1.419064 -0.0303 -0.0208 -0.0280
```
Forces are in eV/Å.

Mulliken atomic charge list, values in e, 8 entries: atom 1 (C): -0.968, atom 2 (H): 0.237, atom 3 (O): -0.425, atom 4 (C): 1.028, atom 5 (C): -0.607, atom 6 (C): -1.011, atom 7 (C): -0.737, atom 8 (C): 0.118



The following is a quantum chemistry calculation of a 2-piece molecular cluster, C6H6ClN4OP overall in a non-equilibrium geometry, from OMol25.

Charge: 0
Orbital gap in eV: 6.16
Energy relative to the best compared isomer or geometry (same formula, charge and spin) in kJ/mol: 84.9

Structure (XYZ):
```
19
Properties=species:S:1:pos:R:3:forces:R:3
C -2.154704 -1.837389 1.080936 0.3768 0.4199 0.0676
C 2.918171 0.646661 0.693706 -0.5883 0.1356 0.1830
C -1.463048 -0.670835 1.047098 -0.1421 -0.1791 1.0223
C 1.627017 1.063867 0.751039 0.3780 0.2455 0.8555
C -1.976110 -1.337646 -0.989304 -0.4603 -0.5127 -0.5278
C 2.086245 0.198484 -1.223534 0.4473 -0.3731 -0.6602
N -2.445095 -2.235519 -0.196922 -0.3175 -0.4308 -0.5438
N 3.167176 0.102161 -0.534878 0.5404 -0.3196 -0.5379
N -1.338534 -0.344413 -0.284373 0.3997 1.4341 -0.1050
N 1.086689 0.779307 -0.481998 -1.3871 0.8150 0.1122
O -0.673580 0.999602 -2.418719 -0.2861 0.5891 -0.1243
P -0.512587 0.945351 -0.977941 0.3852 -0.5825 1.2037
Cl -1.407613 3.385088 1.151164 0.6561 -1.7032 -1.3596
H -2.456422 -2.436657 1.916498 0.0033 0.0432 0.2373
H 3.684871 0.687463 1.440284 0.0477 0.0884 0.2093
H -1.084245 -0.029756 1.817344 0.0545 0.1097 0.1461
H 1.041875 1.560441 1.498346 -0.0711 0.1593 0.1965
H -2.028494 -1.332933 -2.059699 0.0235 0.0546 -0.2176
H 1.928385 -0.143275 -2.229047 -0.0599 0.0066 -0.1572
```
Forces are in eV/Å.

Mulliken atomic charge list, values in e, 8 entries: atom 1 (C): -0.442, atom 2 (C): -0.540, atom 3 (C): -0.087, atom 4 (C): -0.096, atom 5 (C): 0.052, atom 6 (C): 0.059, atom 7 (N): -0.572, atom 8 (N): -0.567



The following is a quantum chemistry calculation of a 2-piece molecular cluster, C4H10N2O overall in a non-equilibrium geometry, from OMol25.

2S+1: 2
<S²>: 0.75
Charge: +1
Orbital gap (spin up / spin down) in eV: 5.39 / 5.42
Energy relative to the best compared isomer or geometry (same formula, charge and spin) in kJ/mol: 394.4

Structure (XYZ):
```
17
Properties=species:S:1:pos:R:3:forces:R:3
C 2.057682 -0.313083 1.417451 -0.5874 -0.0353 -2.8812
N 2.714437 0.340999 0.263860 0.7067 1.0439 1.2829
C 0.213308 0.626500 -1.264688 -0.6363 -0.1639 -1.4775
C -1.193659 0.391318 -1.150062 1.2491 -0.1519 -0.3016
C -1.679852 -0.484914 -0.070717 -2.0238 -1.3761 1.9724
N -3.041844 -0.676453 -0.029827 0.2416 1.3917 -0.5170
O -0.970945 -1.051248 0.729853 0.9145 0.4262 -0.6769
H 1.458827 0.333611 2.065571 0.6211 0.1999 0.2778
H 2.698186 -1.039212 1.910718 0.0437 0.1530 0.3047
H 1.349645 -0.784986 0.748427 -0.7191 -1.3414 1.4021
H 3.446918 0.962076 0.614707 0.2626 -0.0051 -0.0777
H 0.776463 -0.306697 -1.118163 -0.1529 -0.1424 0.5463
H 0.501395 0.998645 -2.246421 -0.0908 0.5385 0.2145
H 0.623704 1.254567 -0.448168 -0.0266 -0.1242 0.0999
H -1.930261 0.756627 -1.870288 0.2048 0.1749 0.0737
H -3.402460 -1.089387 0.820223 0.1439 -0.2839 -0.0185
H -3.621539 0.081633 -0.372474 -0.1511 -0.3038 -0.2240
```
Forces are in eV/Å.

Mulliken atomic charge list, values in e, 8 entries: atom 1 (C): -0.489, atom 2 (N): -0.456, atom 3 (C): -1.142, atom 4 (C): 0.282, atom 5 (C): 0.661, atom 6 (N): -0.458, atom 7 (O): -0.450, atom 8 (H): 0.241



| no. | electronic energy (hartree) |
| --- | --- |
| 1 | -4519.1465 |
| 2 | -340.1345 |
| 3 | -626.0543 |
| 4 | -1397.6293 |
| 5 | -1327.9984 |
| 6 | -342.7183 |